133
Properties=species:S:1:pos:R:3 method="wB97M-V/def2-TZVPD" homo_ev=-5.793 largest_force_ev_per_a=0.9 charge=-1
C -5.47688 0.56749 -4.61857
C -4.18464 0.83092 -5.33222
O -4.04679 1.63113 -6.21837
O -3.16862 0.05860 -4.87738
C -2.47226 -0.70285 -5.87759
C -1.73249 -1.83324 -5.19479
C -0.79143 -1.33624 -4.09614
O -1.36556 -1.47125 -2.84567
P -0.13614 -1.04134 -1.60245
C -0.53712 -2.69392 -0.73500
C -1.91130 -2.96232 -0.10374
C -3.08410 -3.15093 -1.06994
C -2.94110 -4.33783 -1.99512
O -3.06911 -5.56068 -1.25330
C 1.35260 -0.59638 -0.50196
C 1.13158 -0.05651 0.90990
C 0.58730 -1.06666 1.91491
C 0.56023 -0.48455 3.30773
O -0.10600 -1.39907 4.22284
C -1.43483 -1.34920 4.24171
O -2.11361 -0.37917 4.03566
C -1.44674 -0.05664 -0.60375
O -1.24305 1.36411 -0.81980
C -2.20319 2.23072 -0.52440
C -3.14613 1.90150 0.60687
O -2.25390 3.29849 -1.09545
O 1.01827 -1.91522 -2.67949
C 0.62072 -1.99005 -3.99956
C 0.67856 -3.48983 -4.43378
C 2.04310 -3.83462 -4.89042
O 3.01672 -4.13070 -4.28389
F 2.14520 -3.73134 -6.25852
H -6.02243 1.49849 -4.48399
H -6.06940 -0.10484 -5.24127
H -5.29887 0.08721 -3.66035
H -1.76605 -0.04854 -6.39582
H -3.18274 -1.07634 -6.62023
H -2.46261 -2.51090 -4.74589
H -1.18727 -2.35143 -5.98733
H -0.58580 -0.27719 -4.33134
H 0.08681 0.15036 -2.36986
H -0.39143 -3.44174 -1.51498
H 0.24135 -2.90418 0.00166
H -2.19539 -2.21291 0.64005
H -1.83480 -3.90120 0.45855
H -3.97614 -3.34671 -0.46212
H -3.28306 -2.25166 -1.65140
H -3.73722 -4.31927 -2.74554
H -1.98315 -4.31664 -2.51889
H -2.29700 -6.10521 -1.41654
H 1.88564 0.16339 -1.07855
H 2.02452 -1.45826 -0.44271
H 0.52019 0.85118 0.89892
H 2.10249 0.26589 1.31209
H 1.24867 -1.93905 1.91351
H -0.40232 -1.43817 1.64730
H 1.56586 -0.36605 3.70729
H 0.06604 0.48619 3.34249
H -1.86782 -2.32417 4.50270
H -2.42183 -0.32220 -1.01350
H -1.45912 -0.25265 0.46734
H -4.05186 2.48890 0.47580
H -3.40248 0.84949 0.67536
H -2.66999 2.20642 1.54098
H 1.29869 -1.42478 -4.65995
H -0.02172 -3.71542 -5.23289
H 0.43142 -4.11183 -3.57490
C -2.13674 -0.32167 7.69207
C -0.86155 -1.13767 7.64934
O -0.12490 -0.67645 8.80052
S -1.12804 -0.32047 9.97751
O -1.23569 -1.39144 10.90057
O -0.80146 0.98615 10.44030
O -2.45174 -0.26328 9.10238
H -1.98253 0.68980 7.31431
H -2.96674 -0.78718 7.16956
H -0.27042 -0.95403 6.75730
H -1.04902 -2.20635 7.76320
C -2.07983 6.16604 -0.02197
C -2.16749 6.78397 -1.39831
O -3.32571 7.63946 -1.30571
S -3.43129 8.25650 0.15569
O -2.85791 9.55682 0.18852
O -4.75585 8.05560 0.62749
O -2.42778 7.25185 0.86848
H -2.79420 5.35434 0.09221
H -1.08358 5.81506 0.22790
H -2.33000 6.04516 -2.17660
H -1.29721 7.39905 -1.63175
C -1.07994 3.90426 9.06758
C 0.39222 4.24943 8.98492
O 0.77549 3.75632 7.68885
S -0.42847 3.90834 6.66244
O -0.27125 5.09213 5.89083
O -0.62252 2.65817 6.01942
O -1.57170 4.16758 7.73515
H -1.22293 2.85053 9.29381
H -1.63077 4.52039 9.77195
H 0.98956 3.74279 9.73689
H 0.56854 5.32547 9.02394
C 0.75027 7.43336 3.60675
C 0.31414 8.57622 4.49784
O 1.50671 9.36779 4.63531
S 2.35123 9.31957 3.28213
O 2.06306 10.45677 2.48304
O 3.69250 8.99805 3.61569
O 1.61696 8.06016 2.64280
H 1.31127 6.68042 4.15949
H -0.07511 6.96325 3.08057
H -0.00524 8.24626 5.48168
H -0.46341 9.18382 4.03270
C 6.03957 -6.29097 -3.00124
C 4.61036 -6.35777 -2.51020
O 4.30412 -7.76705 -2.57809
S 5.59920 -8.62263 -2.23736
O 5.59732 -9.00653 -0.86834
O 5.75493 -9.61013 -3.24667
O 6.66486 -7.45920 -2.42629
H 6.06955 -6.35229 -4.08630
H 6.56954 -5.40605 -2.66269
H 3.94767 -5.80504 -3.16757
H 4.50401 -6.02358 -1.47759
C 5.24871 -3.10731 -8.26849
C 4.59561 -4.47519 -8.29826
O 5.71495 -5.37873 -8.21188
S 6.84168 -4.75550 -7.27800
O 6.68624 -5.23673 -5.95126
O 8.08739 -4.85664 -7.94749
O 6.30618 -3.25568 -7.30713
H 5.68368 -2.84195 -9.23302
H 4.58007 -2.32230 -7.92730
H 4.06439 -4.67750 -9.22351
H 3.93855 -4.63219 -7.44244